Formula: C2H3NOS2
Source: OMol25
Level of theory: wB97M-V/def2-TZVPD

Values from the calculation:
**ΔE to the lowest compared entry with this formula, charge and spin**: 183.6 kJ/mol
**DFT total energy**: -1004.31761 Ha
**E_HOMO**: -8.98 eV
**Strongest force on any atom**: 3.12 eV Å⁻¹
**SMILES**: S=CO/C=N\S

The geometry in XYZ format:
```
9
Properties=species:S:1:pos:R:3:nbo_charge:R:1
S -0.0662 -2.8193 -0.2248 -0.038
C -0.9869 -1.5224 -0.4867 0.052
O -0.6048 -0.2842 -0.2190 -0.489
C 0.4377 0.0058 0.6110 0.335
N 0.9467 1.1965 0.6000 -0.592
S 0.3843 2.2800 -0.4997 0.235
H -1.9596 -1.4321 -0.8966 0.195
H 0.8009 -0.7477 1.2774 0.204
H 1.0478 3.3233 -0.1615 0.099
```

***

Formula: C44H78O25
Source: OMol25
Level of theory: wB97M-V/def2-TZVPD

Values from the calculation:
**ΔE to the lowest compared entry with this formula, charge and spin**: 6697.6 kJ/mol
**DFT total energy**: -3601.58822 Ha
**E_HOMO**: -7.63 eV
**Strongest force on any atom**: 18.27 eV Å⁻¹

The geometry in XYZ format:
```
147
Properties=species:S:1:pos:R:3:lowdin_charge:R:1
C 18.2060 17.3096 -12.2891 -0.281
O 18.3202 15.8715 -12.2142 -0.054
C 18.2706 15.3335 -10.9885 -0.398
O 17.8060 15.7478 -9.8964 -0.039
O 18.6222 14.0507 -11.0861 0.082
C 18.8234 13.1708 -10.0323 -0.157
H 18.3316 17.7806 -13.2641 0.036
H 18.9527 17.7954 -11.6609 0.128
H 17.2596 17.5827 -11.8224 0.008
H 19.6716 13.4290 -9.3982 0.000
H 19.1617 12.2282 -10.4626 0.030
H 17.9195 12.9790 -9.4543 0.116
C 16.0062 16.6799 -6.7052 -0.108
O 16.3118 15.8213 -7.7316 -0.076
C 17.3845 14.9606 -7.7508 -0.313
O 17.8670 14.3377 -8.6789 -0.023
O 17.9670 14.8901 -6.4896 0.006
C 18.9980 13.9539 -6.1546 0.013
H 16.7122 17.4685 -6.4448 0.118
H 15.6763 16.0617 -5.8703 0.144
H 15.1352 17.2196 -7.0770 0.109
H 18.6326 13.1025 -6.7287 0.065
H 19.0302 13.6706 -5.1025 0.116
H 19.9419 14.2823 -6.5897 0.110
C 16.8150 17.4920 -13.3066 -0.227
O 15.8532 17.2008 -14.3228 0.032
C 15.3616 18.1990 -15.1085 -0.544
O 15.8816 19.2684 -15.2774 0.143
O 14.2168 17.7540 -15.6951 -0.019
C 13.6080 18.5591 -16.7350 -0.037
H 17.6465 18.0186 -13.7750 0.072
H 16.9991 16.4722 -12.9688 0.132
H 16.4959 17.9163 -12.3547 0.097
H 12.5904 18.1702 -16.7003 0.085
H 13.8858 18.3884 -17.7751 0.091
H 13.5634 19.5924 -16.3909 0.092
C 19.7438 12.1039 -8.4184 -0.100
O 20.6957 12.9686 -9.0283 0.004
C 21.8674 12.5582 -9.5346 -0.572
O 22.4167 11.4375 -9.4658 0.117
O 22.4422 13.5514 -10.1231 -0.115
C 23.8048 13.4422 -10.6211 0.057
H 20.1104 11.7248 -7.4644 0.161
H 19.3681 11.3566 -9.1173 0.092
H 18.9931 12.7591 -7.9764 0.057
H 24.1778 14.4002 -10.9832 0.122
H 23.6842 12.6978 -11.4081 0.125
H 24.4057 13.0698 -9.7915 0.114
C 20.1995 17.9776 -16.3847 -0.164
C 19.5461 16.6879 -16.0180 -0.116
C 18.7177 17.1222 -14.7595 -0.164
O 19.3078 18.3951 -14.3682 -0.124
C 20.5672 18.5832 -15.0786 -0.151
H 19.4319 18.6984 -16.6666 0.132
H 20.9748 18.0331 -17.1489 0.125
H 20.2346 15.8591 -15.8528 0.084
H 18.9807 16.2111 -16.8186 0.118
H 18.8487 16.2967 -14.0599 0.119
H 17.6294 17.1416 -14.8170 0.112
H 21.3392 18.1704 -14.4291 0.096
H 20.8696 19.6238 -15.1958 0.128
C 21.6475 15.6493 -13.6226 -0.118
C 20.6864 15.0059 -12.6940 -0.123
C 21.5814 14.2631 -11.7340 -0.248
O 22.6765 13.8330 -12.4988 -0.244
C 22.8672 14.7246 -13.6052 -0.106
H 21.9483 16.6241 -13.2388 0.076
H 21.2376 15.7339 -14.6290 0.085
H 20.1751 14.1736 -13.1777 0.083
H 20.0896 15.7155 -12.1211 0.085
H 21.0807 13.3883 -11.3191 0.075
H 21.9164 14.8488 -10.8779 0.123
H 23.1562 14.1640 -14.4942 0.131
H 23.7632 15.3417 -13.5380 0.114
C 20.5705 10.4002 -11.4235 -0.180
C 20.4031 11.8387 -11.6683 -0.186
C 21.0787 12.1504 -13.0080 -0.041
O 21.1636 10.8078 -13.6741 -0.109
C 20.6194 9.8306 -12.8474 -0.193
H 19.9514 9.9270 -10.6613 0.128
H 21.5711 10.2870 -11.0062 0.122
H 20.8050 12.3490 -10.7930 0.088
H 19.3420 12.0202 -11.8395 0.141
H 22.0832 12.5348 -12.8309 0.087
H 20.5712 12.8559 -13.6659 0.116
H 20.9584 8.7956 -12.8909 0.117
H 19.6602 9.7212 -13.3534 0.112
O 21.4631 15.5265 -8.5020 0.158
C 21.5221 16.3532 -9.3494 -0.480
O 22.7041 16.8562 -9.7186 0.045
C 22.6595 17.7218 -10.8246 -0.145
C 21.2252 17.9503 -11.1844 -0.084
C 20.4557 16.9618 -10.2229 -0.044
H 23.0618 17.0280 -11.5628 0.113
H 23.2959 18.6063 -10.7958 0.138
H 20.9488 17.7457 -12.2187 0.084
H 20.8897 18.9526 -10.9181 0.130
H 19.8404 16.1856 -10.6778 0.090
H 19.8603 17.4692 -9.4638 0.115
O 18.9588 10.9161 -10.7937 -0.135
C 17.9520 11.2697 -10.1135 -0.290
O 16.9495 11.9934 -10.5862 0.048
C 15.9839 12.3259 -9.6348 -0.096
C 16.1973 11.1274 -8.6091 -0.039
C 17.6342 10.8438 -8.6191 -0.031
H 15.0139 12.5917 -10.0549 0.163
H 16.2728 13.2565 -9.1463 0.089
H 15.6085 10.2602 -8.9079 0.132
H 15.8490 11.3364 -7.5976 0.131
H 17.8602 9.7819 -8.5220 0.158
H 18.3698 11.4072 -8.0449 0.067
O 13.3032 14.1518 -7.4163 0.140
C 14.0872 14.5194 -8.2624 -0.443
O 14.9808 13.8468 -8.9578 -0.060
C 15.7725 14.5520 -9.9290 -0.167
C 14.8830 15.7819 -10.0752 -0.027
C 14.1745 15.9088 -8.7213 -0.066
H 15.9605 14.0394 -10.8723 0.040
H 16.7682 14.8484 -9.5988 0.045
H 14.2060 15.6716 -10.9223 0.142
H 15.5951 16.5663 -10.3315 0.108
H 13.1762 16.3212 -8.8680 0.149
H 14.8171 16.5973 -8.1726 0.043
O 17.3508 18.8248 -11.8320 0.010
C 17.2222 18.7752 -10.5883 -0.382
O 16.8278 19.8145 -10.0056 0.142
C 16.7200 19.6109 -8.5825 -0.059
C 16.6305 18.0791 -8.5168 -0.141
C 17.4867 17.6370 -9.6983 -0.085
H 15.7854 19.8614 -8.0806 0.133
H 17.5689 20.0543 -8.0621 0.135
H 15.6394 17.6442 -8.6455 0.093
H 16.9631 17.7461 -7.5337 0.060
H 17.0901 16.6336 -9.8528 -0.026
H 18.5606 17.7104 -9.5261 0.120
O 14.4799 12.4744 -12.1422 0.108
C 15.5339 12.6367 -12.7088 -0.407
O 15.7038 12.3106 -14.0214 0.041
C 16.9712 12.8167 -14.4801 -0.130
C 17.5701 13.6300 -13.3781 -0.073
C 16.7895 13.2006 -12.0743 -0.056
H 16.6996 13.4506 -15.3242 0.120
H 17.5972 12.0378 -14.9155 0.123
H 17.3904 14.6864 -13.5778 0.100
H 18.6283 13.6346 -13.1167 0.081
H 16.5690 13.9839 -11.3491 0.055
H 17.1084 12.3505 -11.4711 -0.130
```

***

Formula: C34H51BBrCdF4N9OP2
Source: OMol25
Level of theory: wB97M-V/def2-TZVPD

Values from the calculation:
**2S+1**: 2
**DFT total energy**: -5743.22503 Ha
**Net charge**: -1
**E_HOMO (alpha / beta)**: -1.20 / -4.09 eV
**Strongest force on any atom**: 0.92 eV Å⁻¹

The geometry in XYZ format:
```
104
Properties=species:S:1:pos:R:3:mulliken_spin:R:1
Cd 0.1691 0.0824 0.2186 0.015
C 3.3125 -4.4360 -1.8383 0.000
N 2.2134 -3.7653 -1.1803 -0.003
C 1.0142 -4.3369 -0.8427 -0.003
C 0.2625 -3.3518 -0.2628 -0.017
N 0.9782 -2.1966 -0.2539 -0.005
C 2.1461 -2.4558 -0.8041 0.005
P 3.5710 -1.3248 -0.8632 0.000
C 2.8349 0.0943 -1.7237 0.000
N 1.6482 0.6265 -1.5088 -0.001
C 1.4666 1.6062 -2.4415 0.000
C 2.5741 1.6649 -3.2360 0.000
N 3.4372 0.7033 -2.7812 0.000
C 4.7441 0.4170 -3.3335 0.000
C 3.4944 -0.7863 0.8750 0.004
N 2.3909 -0.4093 1.4880 -0.001
C 2.6494 -0.4484 2.8211 0.002
C 3.9360 -0.8662 3.0250 0.002
N 4.4696 -1.0892 1.7846 -0.006
C 5.8140 -1.5470 1.5116 0.000
H 2.9909 -5.4405 -2.1027 0.000
H 4.1824 -4.5027 -1.1829 0.000
H 3.5954 -3.9072 -2.7482 0.000
H 0.8122 -5.3758 -1.0343 0.001
H -0.7255 -3.3788 0.1621 0.018
H 0.5513 2.1701 -2.4909 0.000
H 2.8170 2.2916 -4.0749 0.000
H 4.8953 1.0601 -4.1973 0.000
H 4.8116 -0.6229 -3.6506 0.000
H 5.5284 0.6157 -2.6033 0.000
H 1.9132 -0.1493 3.5446 0.014
H 4.5112 -1.0077 3.9230 0.003
H 6.4185 -1.4021 2.4039 0.000
H 6.2484 -0.9733 0.6949 0.000
H 5.8235 -2.6048 1.2435 0.000
F -1.4545 1.5562 -2.0788 -0.002
B -2.3393 2.1375 -3.0270 0.000
F -1.5898 3.0008 -3.8441 0.000
F -3.3393 2.8421 -2.3574 0.000
F -2.8988 1.1061 -3.7964 0.000
Br -0.3823 -1.6045 -3.2906 0.000
C -1.9081 -1.4527 -2.1573 -0.001
C -3.1130 -1.9265 -2.6504 0.000
C -4.2353 -1.7246 -1.8715 0.002
C -4.1078 -1.0565 -0.6628 -0.005
C -2.8512 -0.6452 -0.2633 -0.033
N -1.7546 -0.8660 -0.9962 0.004
H -3.1610 -2.3894 -3.6237 0.000
H -5.2035 -2.0612 -2.2198 0.000
H -4.9640 -0.8435 -0.0384 0.005
H -2.6963 -0.1157 0.6672 0.028
C -0.7983 5.9455 1.5959 0.000
C -0.2639 4.6346 1.0137 0.001
C 1.2213 4.8193 0.6668 0.000
C -0.9733 4.3498 -0.3184 0.000
P -0.4047 3.0749 2.1013 -0.010
N -0.1691 1.7744 1.3511 -0.012
C -2.1365 3.0703 2.9007 0.009
C -3.1559 3.2930 1.7710 -0.001
C -2.3978 1.6519 3.4386 0.007
C -2.4095 4.0863 4.0120 -0.001
C 0.8614 3.2774 3.5203 -0.004
C 0.5060 2.2137 4.5720 0.030
C 0.9625 4.6378 4.2135 0.000
C 2.2456 2.9031 2.9668 0.001
H -0.5678 6.7565 0.8959 0.000
H -0.3546 6.2048 2.5572 0.000
H -1.8802 5.9266 1.7135 0.000
H 1.2978 5.5026 -0.1838 0.000
H 1.6763 3.8706 0.3776 0.000
H 1.7951 5.2512 1.4870 0.000
H -0.5679 5.0077 -1.0925 0.000
H -2.0451 4.5212 -0.2823 0.000
H -0.8218 3.3216 -0.6343 0.000
H -2.9250 2.6915 0.8911 0.000
H -3.2208 4.3347 1.4627 0.000
H -4.1457 2.9984 2.1314 0.000
H -1.9313 0.9013 2.7996 -0.008
H -3.4751 1.4638 3.4544 -0.002
H -2.0318 1.5096 4.4546 0.000
H -2.2331 5.1161 3.7017 0.001
H -1.8131 3.8925 4.9033 -0.001
H -3.4617 4.0088 4.3074 0.000
H -0.3071 2.5316 5.2240 -0.003
H 1.3800 2.0260 5.2047 0.001
H 0.2120 1.2737 4.1024 -0.021
H 0.0113 4.9758 4.6227 0.000
H 1.3391 5.4124 3.5463 0.000
H 1.6700 4.5582 5.0475 0.001
H 2.1567 2.0830 2.2557 0.000
H 2.8923 2.5872 3.7923 0.000
H 2.7332 3.7392 2.4699 0.000
O -1.0228 -1.5894 1.6959 0.033
N -1.5910 -1.6049 2.9044 0.248
C -2.9153 -1.9552 3.0394 0.127
C -3.5020 -2.0073 4.2673 -0.097
C -2.7779 -1.7066 5.4447 0.427
C -1.4159 -1.3621 5.2674 -0.079
C -0.8549 -1.3169 4.0286 0.216
H -3.4202 -2.1698 2.1101 0.074
H -4.5486 -2.2816 4.3147 -0.002
H -3.2352 -1.7422 6.4207 0.059
H -0.7900 -1.1147 6.1159 -0.007
H 0.1695 -1.0556 3.8302 -0.013
```

***

Question: Which value of DFT total energy does entry 2 give?
Answer: -3601.58822 Ha

***

Question: The highest strongest force on any atom belongs to which entry?
Answer: C44H78O25